ORCA calculation (ωB97M-V/def2-TZVPD) on C18H23ClN2O5S in the gas phase.

Bonds (Å) are listed after each position.
CARTESIAN COORDINATES (ANGSTROEM)
1 C 3.206 2.244 -0.699  C2 1.529, H28 1.087, H29 1.088, H30 1.086
2 C 3.945 0.958 -1.073  C1 1.529, C3 1.533, C7 1.538, H31 1.095
3 C 5.152 1.236 -1.976  C2 1.533, C4 1.527, H32 1.092, H33 1.092
4 C 6.270 1.964 -1.233  C3 1.527, C5 1.525, H34 1.091, H35 1.092
5 C 6.717 1.160 -0.017  C4 1.525, C6 1.526, H36 1.092, H37 1.092
6 C 5.537 0.883 0.910  C5 1.526, C7 1.531, H38 1.091, H39 1.092
7 C 4.430 0.153 0.144  C2 1.538, C6 1.531, N8 1.449, H40 1.096
8 N 3.337 -0.188 1.033  C7 1.449, C9 1.341, H41 1.009
9 C 2.986 -1.457 1.290  N8 1.341, O10 1.214, C11 1.534
10 O 3.592 -2.432 0.895  C9 1.214
11 C 1.729 -1.596 2.158  C9 1.534, C12 1.518, H42 1.092, H43 1.090
12 C 0.530 -1.815 1.254  C11 1.518, S13 1.828, H44 1.088, H45 1.086
13 S 0.239 -0.299 0.275  C12 1.828, O14 1.433, O15 1.443, C16 1.808
14 O 0.885 -0.384 -1.001  S13 1.433
15 O 0.570 0.840 1.097  S13 1.443
16 C -1.550 -0.243 0.020  S13 1.808, C17 1.383, C21 1.385
17 C -2.266 0.790 0.595  C16 1.383, C18 1.387, H46 1.078
18 C -3.635 0.887 0.398  C17 1.387, C19 1.405, O27 1.356
19 C -4.279 -0.065 -0.409  C18 1.405, C20 1.388, N23 1.389
20 C -3.559 -1.108 -0.974  C19 1.388, C21 1.388, H47 1.078
21 C -2.191 -1.198 -0.753  C16 1.385, C20 1.388, Cl22 1.715
22 Cl -1.289 -2.481 -1.447  C21 1.715
23 N -5.638 0.089 -0.656  C19 1.389, C24 1.362, H48 1.012
24 C -6.419 1.005 -0.021  N23 1.362, O25 1.205, C26 1.524
25 O -7.584 1.164 -0.289  C24 1.205
26 C -5.711 1.754 1.101  C24 1.524, O27 1.415, H49 1.102, H50 1.092
27 O -4.315 1.926 0.943  C18 1.356, C26 1.415
28 H 2.259 2.014 -0.217  C1 1.087
29 H 2.985 2.807 -1.603  C1 1.088
30 H 3.791 2.878 -0.039  C1 1.086
31 H 3.234 0.329 -1.620  C2 1.095
32 H 5.539 0.285 -2.350  C3 1.092
33 H 4.834 1.827 -2.837  C3 1.092
34 H 5.923 2.948 -0.915  C4 1.091
35 H 7.116 2.115 -1.906  C4 1.092
36 H 7.140 0.210 -0.349  C5 1.092
37 H 7.495 1.702 0.526  C5 1.092
38 H 5.154 1.819 1.318  C6 1.091
39 H 5.857 0.260 1.748  C6 1.092
40 H 4.829 -0.804 -0.211  C7 1.096
41 H 2.715 0.559 1.302  N8 1.009
42 H 1.859 -2.465 2.806  C11 1.092
43 H 1.573 -0.704 2.764  C11 1.090
44 H -0.385 -1.987 1.818  C12 1.088
45 H 0.708 -2.624 0.551  C12 1.086
46 H -1.743 1.527 1.183  C17 1.078
47 H -4.055 -1.838 -1.592  C20 1.078
48 H -6.074 -0.493 -1.359  N23 1.012
49 H -5.917 1.206 2.035  C26 1.102
50 H -6.139 2.755 1.190  C26 1.092

Results
- highest occupied orbital energy (eV) = -9.10
- molecular weight (u) = 414.91
- LUMO (eV) = 0.18
- total charge = 0
- energy relative to the best compared isomer or geometry (same formula, charge and spin) (kJ/mol) = 0.0
- calculated total energy (eV) = -55615.7068
- SMILES = C[C@H]1CCCC[C@H]1NC(=O)CCS(=O)(=O)c1cc2c(cc1Cl)NC(=O)CO2

---

ORCA calculation (ωB97M-V/def2-TZVPD) on 2 unconnected molecules or ions with the total composition C4H12S.

Bonds (Å) are listed after each position.
CARTESIAN COORDINATES (ANGSTROEM)
1 C -1.566 2.719 -1.664  S2 1.829, H4 1.089, H5 1.084, H6 1.085
2 S -2.854 1.469 -2.019  C1 1.829, C3 1.793
3 C -2.969 0.692 -0.407  S2 1.793, H7 1.107, H8 1.084, H9 1.087
4 H -1.629 3.063 -0.632  C1 1.089
5 H -0.627 2.200 -1.822  C1 1.084
6 H -1.738 3.607 -2.264  C1 1.085
7 H -3.004 -0.404 -0.559  C3 1.107
8 H -3.905 0.775 0.132  C3 1.084
9 H -2.136 0.868 0.269  C3 1.087
10 C 2.497 -2.328 0.538  C11 1.514, H12 1.097, H13 1.095, H14 1.086
11 C 2.654 -1.379 1.708  C10 1.514, H15 1.090, H16 1.090, H17 1.087
12 H 1.760 -3.109 0.759  C10 1.097
13 H 1.939 -1.946 -0.324  C10 1.095
14 H 3.365 -2.870 0.174  C10 1.086
15 H 3.674 -1.458 2.085  C11 1.090
16 H 2.022 -1.568 2.575  C11 1.090
17 H 2.518 -0.331 1.449  C11 1.087

Results
- highest occupied orbital energy (eV) = -8.45
- molecular weight (u) = 92.21
- LUMO (eV) = 0.80
- total charge = 0
- energy relative to the best compared isomer or geometry (same formula, charge and spin) (kJ/mol) = 64.0
- calculated total energy (eV) = -15177.0426
- SMILES = CSC.CC

---

ORCA calculation (ωB97M-V/def2-TZVPD) on C4H8 in the gas phase.

Bonds (Å) are listed after each position.
CARTESIAN COORDINATES (ANGSTROEM)
1 C 0.618 -0.808 1.243  C2 1.326, H5 1.078, H6 1.018
2 C 0.275 -0.254 0.088  C1 1.326, C3 1.415, C4 1.859
3 C 1.082 0.407 -0.869  C2 1.415, H7 1.129, H8 1.072, H9 1.107
4 C -1.519 -0.046 -0.348  C2 1.859, H10 1.063, H11 1.055, H12 1.067
5 H -0.035 -1.171 2.019  C1 1.078
6 H 1.609 -0.618 1.380  C1 1.018
7 H 2.041 -0.152 -1.071  C3 1.129
8 H 0.708 0.471 -1.871  C3 1.072
9 H 1.413 1.441 -0.652  C3 1.107
10 H -1.398 0.112 -1.391  C4 1.063
11 H -1.993 -0.957 -0.107  C4 1.055
12 H -1.958 0.697 0.281  C4 1.067

Results
- highest occupied orbital energy (eV) = -9.41
- molecular weight (u) = 56.11
- LUMO (eV) = 1.10
- total charge = 0
- energy relative to the best compared isomer or geometry (same formula, charge and spin) (kJ/mol) = 168.5
- calculated total energy (eV) = -4275.4466
- SMILES = C=C(C)C